Entry 1:
DFT (ωB97M-V/def2-TZVPD) results for a 2-piece molecular cluster, C2H5N4O2 overall in a non-equilibrium geometry.

Atoms and positions in Å:
1 N 2.99 -1.33 -0.06
2 O 3.86 -2.13 0.37
3 H -0.09 0.83 1.54
4 H -0.39 -0.74 1.36
5 N -0.53 -0.38 -1.97
6 N 0.05 -1.26 -1.41
7 H 1.32 0.64 -0.47
8 H -0.95 0.48 0.16
9 N 1.85 -1.14 0.55
10 C -0.24 0.14 0.82
11 H -0.98 -0.87 -2.79
12 O 3.23 -0.71 -1.11
13 C 1.05 -0.16 0.10

Its gap between HOMO and LUMO (spin up / spin down) is 5.6 / 8.9 eV. As for the total charge: -1. Its multiplicity is 3. The value obtained for the energy above the lowest of the compared OMol25 structures with the same formula, charge and spin is 0.0 kcal/mol.

Entry 2:
DFT (ωB97M-V/def2-TZVPD) results for an isolated ion of composition C14H22N3O6P2 and charge +1 in a non-equilibrium geometry.

Atoms and positions in Å:
1 H -4.78 -1.35 -1.62
2 H -1.77 2.10 -3.53
3 O -2.70 2.93 -0.96
4 O 1.70 2.23 -2.78
5 H -3.53 -3.27 1.54
6 C 4.27 -2.04 1.69
7 O -5.40 -2.76 -0.16
8 H 3.60 -2.41 0.77
9 H -6.32 -4.08 -1.17
10 H 5.02 0.46 -0.47
11 H 2.88 2.79 -0.45
12 O -0.88 -3.50 2.81
13 N 0.49 3.86 -0.67
14 C -3.24 -1.26 0.05
15 C 1.25 -1.39 1.91
16 H 0.81 3.61 0.30
17 H -5.53 -0.58 -0.07
18 H 1.53 -2.25 2.68
19 H 4.54 1.69 -1.83
20 H -3.49 3.12 -0.38
21 H 4.69 0.19 1.66
22 P 0.39 2.29 -1.58
23 H -1.31 -3.21 3.67
24 H 1.86 3.21 -3.01
25 C -1.29 -2.48 1.80
26 N -4.44 1.24 -1.99
27 C -2.79 -2.44 1.15
28 C -0.25 -1.29 1.23
29 H 1.28 4.45 -1.07
30 H 4.10 -2.78 2.58
31 N 1.97 0.84 0.35
32 C 3.82 -0.47 2.06
33 H 3.77 2.06 1.00
34 C 2.35 -0.25 1.38
35 H 3.80 -0.43 3.24
36 C 3.11 1.77 0.05
37 H 3.50 0.12 -1.57
38 O -5.47 -3.51 -1.22
39 C -2.21 -0.05 -0.46
40 H 5.38 -2.06 1.28
41 O -2.14 1.20 -3.29
42 C 4.11 0.96 -1.02
43 P -2.83 1.29 -1.65
44 C -4.80 -1.45 -0.43
45 C 0.56 0.92 -0.28
46 C -0.67 -0.13 0.15
47 H -4.92 2.11 -1.69

Its gap between HOMO and LUMO is 5.5 eV. Its structure (SMILES) is CCc1cc2c(O)cc(COO)c(P(=N)(O)O)c2c(P(N)O)[n+]1CC. As for the total charge: +1. The value obtained for the energy above the lowest of the compared OMol25 structures with the same formula, charge and spin is 381.3 kcal/mol.

Entry 3:
DFT (ωB97M-V/def2-TZVPD) results for a 3-piece molecular cluster, C32H35N7O6 overall in a non-equilibrium geometry.

Atoms and positions in Å:
1 H -0.84 2.79 -7.10
2 C -7.32 -1.27 -0.44
3 H -3.17 1.28 2.07
4 H 5.43 1.01 2.62
5 H 3.38 1.80 3.64
6 C 6.72 2.03 4.02
7 H 3.52 0.80 -2.51
8 H 5.18 -1.99 0.63
9 C -5.89 -0.96 -0.46
10 C 4.38 2.95 5.17
11 C 4.52 -1.14 0.35
12 H 5.09 -1.12 -1.79
13 H 5.65 3.97 6.57
14 H -7.86 -1.92 -1.15
15 N -3.50 0.39 -0.97
16 O 2.78 -1.56 -7.07
17 N 2.40 -0.47 -7.48
18 H -1.09 -0.58 -4.46
19 N -5.91 0.50 1.61
20 N -3.55 1.42 1.13
21 O -2.61 -0.62 -2.92
22 H -2.37 -4.74 0.53
23 H 3.46 3.31 5.62
24 H 2.02 1.90 -0.73
25 H 7.74 3.15 5.56
26 N 1.84 1.25 1.84
27 O 9.01 1.90 3.90
28 N 7.96 1.56 3.39
29 O 7.86 0.87 2.40
30 C -2.22 -1.55 -0.61
31 H -9.07 -0.83 0.87
32 C -0.60 0.37 1.21
33 H -4.29 -1.88 2.30
34 C -1.45 -0.88 1.64
35 H 0.95 -1.53 -5.47
36 C 4.33 2.11 4.06
37 C 6.79 2.86 5.13
38 C -2.77 -3.43 2.10
39 C -3.73 0.11 0.46
40 C 3.66 -0.50 1.35
41 H -0.44 0.47 0.10
42 O 2.94 0.17 -8.36
43 C 2.78 0.60 0.89
44 C -3.65 -2.28 1.46
45 H -1.63 -0.92 2.75
46 H -1.99 1.57 -5.28
47 C -1.09 1.16 -5.72
48 C 2.72 1.08 -0.49
49 C -2.78 -1.11 0.82
50 C -0.58 -0.05 -5.26
51 H 1.47 2.13 1.45
52 H -2.85 1.91 0.56
53 H -1.21 -4.65 1.67
54 C 0.71 1.32 -7.32
55 C -0.44 1.84 -6.75
56 H -3.48 -4.23 2.48
57 C 0.77 0.28 2.00
58 C -7.24 0.18 1.60
59 H 1.20 1.86 -8.11
60 H -1.04 1.35 1.54
61 C -2.76 -0.56 -1.73
62 H -5.26 -1.37 -1.28
63 C -7.99 -0.66 0.70
64 C 5.49 1.65 3.48
65 H -4.19 0.95 -1.46
66 C 4.44 -0.64 -1.02
67 C 5.61 3.32 5.71
68 H -4.27 -2.77 0.67
69 H -2.22 -3.04 2.99
70 H -7.83 0.65 2.43
71 H -2.49 -2.59 -0.93
72 C 3.58 0.43 -1.46
73 C 1.20 0.10 -6.86
74 H -0.80 -1.77 1.43
75 C -5.32 -0.13 0.56
76 C 0.56 -0.59 -5.83
77 N -1.87 -4.09 1.13
78 H 3.70 -0.89 2.39
79 H -1.11 -1.45 -0.76
80 O 0.94 -0.60 2.80

Its gap between HOMO and LUMO is 8.7 eV. Its structure (SMILES) is NCC[C@@]1(CCC(=O)Nc2ccccc2)CC(=O)N[C@@]1(N)c1ccccn1.O=[N+]([O-])c1ccccc1.O=[N+]([O-])c1ccccc1.

Entry 4:
DFT (ωB97M-V/def2-TZVPD) results for one molecule with the formula C15H20N4OS in a non-equilibrium geometry.

Atoms and positions in Å:
1 C 3.32 -2.30 -0.18
2 N 1.74 0.85 -0.56
3 H 3.15 -3.34 -0.45
4 H -1.48 -2.18 0.75
5 H -1.37 0.18 1.67
6 C -1.81 -0.05 0.69
7 H -0.07 -1.23 0.26
8 C -1.46 -1.57 -1.33
9 H 5.54 -0.30 1.44
10 H -2.90 0.70 -1.59
11 S 1.64 3.49 -0.08
12 H -3.32 -1.90 2.15
13 C -0.57 1.97 0.30
14 H -1.32 -0.46 -3.18
15 H -1.62 1.78 -2.14
16 H -3.78 -0.67 0.02
17 H 5.17 -2.69 0.82
18 O -0.26 2.04 1.47
19 H -3.29 -0.37 3.02
20 H -0.60 3.88 -0.75
21 C -3.70 -0.89 2.16
22 H 0.00 -0.17 -2.03
23 H -2.53 -1.78 -1.47
24 H 4.06 2.29 1.09
25 C -1.82 0.88 -1.56
26 C 4.46 -1.94 0.53
27 C 2.57 -0.20 -0.26
28 H -3.74 0.86 0.91
29 C 2.31 1.90 -0.02
30 C -3.33 -0.16 0.87
31 C -1.16 -1.33 0.15
32 C 4.67 -0.61 0.88
33 N 3.49 1.63 0.60
34 H 0.17 2.56 -1.69
35 N -1.45 1.07 -0.17
36 N 2.38 -1.47 -0.58
37 H -4.78 -0.93 2.27
38 C -1.08 -0.33 -2.13
39 H -0.90 -2.43 -1.68
40 C 3.69 0.27 0.47
41 C 0.01 2.98 -0.70

Its gap between HOMO and LUMO is 8.8 eV. Its structure (SMILES) is CC[C@H]1CCCCN1C(=O)CSc1nc2ncccc2[nH]1. The value obtained for the energy above the lowest of the compared OMol25 structures with the same formula, charge and spin is 7.0 kcal/mol.

Entry 5:
DFT (ωB97M-V/def2-TZVPD) results for C3H4IN as an isolated structure in a non-equilibrium geometry.

Atoms and positions in Å:
1 C -0.07 1.17 0.29
2 H -0.11 2.12 0.92
3 C 0.47 0.63 -0.85
4 H 1.10 -1.95 -0.13
5 H -0.66 -1.35 -1.18
6 N -0.57 -0.08 0.73
7 H 0.51 0.86 -1.87
8 I -0.60 -0.72 2.61
9 C -0.06 -0.69 -0.53

Its gap between HOMO and LUMO is 8.2 eV. The value obtained for the energy above the lowest of the compared OMol25 structures with the same formula, charge and spin is 108.1 kcal/mol.

Entry 6:
DFT (ωB97M-V/def2-TZVPD) results for C2H3NS2 as an isolated structure in a non-equilibrium geometry.

Atoms and positions in Å:
1 H 0.87 2.29 -0.07
2 S 1.25 -0.13 -0.42
3 H -0.05 -2.17 -0.26
4 N -0.94 1.37 -0.10
5 C 0.30 1.35 -0.06
6 C -0.02 -1.20 0.12
7 S -1.49 -0.27 -0.41
8 H 0.07 -1.24 1.20

Its gap between HOMO and LUMO is 9.5 eV. The value obtained for the energy above the lowest of the compared OMol25 structures with the same formula, charge and spin is 10.5 kcal/mol.

Entry 7:
DFT (ωB97M-V/def2-TZVPD) results for C2H4CeLiO as an isolated structure in a non-equilibrium geometry.

Atoms and positions in Å:
1 C -0.20 0.75 -0.18
2 C -0.68 -0.03 -1.20
3 Ce 2.07 -0.83 2.02
4 H 0.51 1.55 -0.45
5 H 1.88 -1.03 -0.23
6 H -1.59 -0.60 -0.96
7 O 0.08 0.27 1.04
8 H -0.85 0.45 -2.17
9 Li -1.23 -0.52 2.13

Its gap between HOMO and LUMO (spin up / spin down) is 6.2 / 6.6 eV. As for the total charge: +1. Its multiplicity is 3.